No. 1
{"formula": "C21H17N5O3S3", "method": "ωB97M-V/def2-TZVPD", "smiles": "O=C(CSc1nccc(Nc2ccc(S(=O)(=O)Nc3cncs3)cc2)n1)c1ccccc1", "charge": 0, "relative_energy_kcal_mol": 40.5, "lumo_energy_ha": -0.014, "orbital_gap_ev": 8.18, "elements": ["O", "C", "C", "S", "C", "N", "C", "C", "C", "N", "C", "C", "C", "C", "S", "O", "O", "N", "C", "C", "N", "C", "S", "C", "C", "N", "C", "C", "C", "C", "C", "C", "H", "H", "H", "H", "H", "H", "H", "H", "H", "H", "H", "H", "H", "H", "H", "H", "H"], "coordinates": [[1.198, 5.413, 1.714], [2.323, 4.850, 1.624], [2.935, 4.293, 2.892], [2.064, 2.870, 3.508], [2.059, 1.899, 2.133], [3.174, 1.331, 1.493], [3.076, 0.824, 0.280], [1.803, 0.529, -0.191], [0.711, 0.810, 0.609], [-0.575, 0.510, 0.202], [-1.143, -0.696, -0.353], [-2.360, -0.680, -0.873], [-3.174, -1.791, -1.128], [-2.500, -3.039, -1.033], [-3.500, -4.500, -1.339], [-2.575, -5.366, -2.060], [-4.778, -4.374, -2.022], [-3.761, -5.164, 0.170], [-4.215, -6.456, 0.395], [-4.453, -7.499, -0.485], [-5.138, -8.571, -0.124], [-5.740, -8.268, 1.023], [-5.310, -6.732, 1.718], [-1.145, -3.068, -0.505], [-0.552, -1.921, -0.090], [0.848, 1.581, 1.621], [2.981, 5.126, 0.331], [4.363, 4.886, 0.056], [5.118, 5.293, -1.074], [4.277, 5.825, -2.108], [2.962, 5.967, -1.997], [2.297, 5.595, -0.831], [2.893, 5.244, 3.565], [3.969, 4.098, 2.730], [4.047, 0.409, -0.178], [1.638, 0.194, -1.275], [-1.251, 1.236, 0.442], [-2.811, 0.278, -1.131], [-4.253, -1.799, -1.414], [-4.148, -4.420, 0.718], [-4.246, -7.626, -1.524], [-6.348, -8.942, 1.587], [-0.577, -4.000, -0.402], [0.384, -2.013, 0.412], [4.921, 4.333, 0.706], [6.099, 4.970, -1.162], [4.785, 6.239, -3.007], [2.378, 6.571, -2.711], [1.248, 5.753, -0.911]], "atomic_forces_ev_per_a": [[2.218, -1.922, 0.231], [-3.750, 3.064, -0.260], [0.451, 2.288, -0.307], [-0.143, 0.885, 2.149], [0.378, -3.877, -5.371], [0.109, 2.724, 2.440], [-0.082, -1.585, 0.624], [0.530, -0.898, -3.175], [0.401, -0.627, -2.410], [-1.716, -0.465, -0.773], [2.997, 1.187, 2.664], [-4.241, 1.539, -1.908], [1.402, -2.129, -0.077], [-0.956, 1.391, 1.331], [1.278, -2.828, -2.956], [-0.480, 0.432, 1.063], [0.881, 1.413, 1.213], [1.402, 1.482, -0.276], [-2.482, -1.115, -0.954], [2.083, 1.154, -1.528], [-2.662, 0.033, 3.386], [0.914, -0.359, -0.425], [0.285, -0.782, -0.226], [-1.759, -1.516, -0.865], [0.448, -0.300, -0.411], [0.071, 1.901, 3.620], [1.740, -0.717, -3.094], [-0.286, 1.264, -1.244], [-5.664, -0.177, 0.212], [5.174, 0.522, -0.815], [-2.514, 0.826, 0.796], [0.262, 0.032, 1.109], [-0.202, -2.124, -0.558], [0.852, -0.409, 0.025], [-1.662, 1.021, 0.428], [0.280, 0.176, 1.870], [0.291, -0.475, 0.063], [0.091, 0.059, 0.375], [1.165, 0.452, 0.113], [-0.300, -0.066, 0.780], [1.263, 1.048, -0.559], [-0.219, -0.269, 0.173], [-0.658, 0.201, -0.028], [0.608, 0.201, 0.189], [1.275, -1.259, 2.310], [1.728, -0.082, -0.341], [-0.432, -0.478, 0.543], [0.402, -0.830, 0.035], [-0.769, -0.005, 0.818]], "mulliken_charge": [-0.5801, 0.2594, -0.5463, -0.2298, 0.2620, -0.5026, -0.2819, -0.0052, 0.5161, -0.1327, 0.1410, -0.3189, -0.6619, 0.0253, 1.3203, -0.6832, -0.6619, -0.2894, 0.4906, -0.3152, -0.5695, -0.2074, -0.1601, -0.8722, -0.0632, -0.6082, 0.4404, -0.0490, -1.1665, 0.0004, -0.6298, -0.1978, 0.3570, 0.3470, 0.3589, 0.3235, 0.2782, 0.3576, 0.3933, 0.2629, 0.5118, 0.4023, 0.3921, 0.4622, 0.3642, 0.4403, 0.2845, 0.3094, 0.4321]}

No. 2
{"formula": "C21H18BBrCl4EuF4NO3P", "method": "ωB97M-V/def2-TZVPD", "charge": -2, "relative_energy_kcal_mol": 0.0, "spin_multiplicity": 8, "lumo_energy_ha": [0.156, 0.155], "orbital_gap_ev": [4.39, 5.09], "elements": ["Eu", "Cl", "C", "C", "Cl", "C", "Cl", "C", "O", "C", "O", "C", "Cl", "C", "P", "C", "C", "C", "C", "C", "C", "C", "H", "H", "H", "H", "H", "H", "H", "H", "H", "H", "H", "F", "B", "F", "F", "F", "C", "C", "O", "H", "H", "H", "Br", "C", "C", "C", "C", "C", "N", "H", "H", "H", "H"], "coordinates": [[0.444, -0.338, -0.667], [-0.414, -7.106, -0.816], [-0.705, -5.404, -1.142], [-1.978, -4.929, -1.290], [-3.361, -6.005, -1.160], [-2.180, -3.558, -1.549], [-3.816, -2.938, -1.791], [-1.141, -2.626, -1.645], [-1.325, -1.383, -1.906], [0.246, -3.150, -1.490], [1.242, -2.350, -1.634], [0.388, -4.520, -1.253], [2.031, -5.118, -1.115], [-3.142, 2.031, -1.088], [-2.259, 1.044, 0.177], [-3.606, 0.071, 0.947], [-2.052, 2.338, 1.474], [-1.751, 3.663, 1.152], [-1.487, 4.610, 2.132], [-1.505, 4.251, 3.472], [-1.780, 2.933, 3.812], [-2.043, 1.992, 2.829], [-2.420, 2.648, -1.623], [-3.947, 2.652, -0.686], [-3.550, 1.328, -1.818], [-4.387, 0.683, 1.402], [-3.164, -0.593, 1.689], [-4.034, -0.570, 0.173], [-1.705, 3.963, 0.112], [-1.251, 5.625, 1.834], [-1.289, 4.983, 4.241], [-1.772, 2.626, 4.852], [-2.217, 0.962, 3.115], [-0.762, -1.547, 1.488], [0.487, -1.349, 2.123], [0.882, -0.005, 1.900], [1.449, -2.194, 1.579], [0.350, -1.566, 3.514], [0.661, 3.296, -2.496], [0.530, 1.949, -1.794], [1.158, 1.879, -0.717], [1.070, 4.071, -1.831], [-0.293, 3.608, -2.930], [1.343, 3.159, -3.345], [3.053, -0.194, -3.408], [3.989, -0.539, -1.798], [5.337, -0.888, -1.884], [6.001, -1.137, -0.701], [5.319, -1.031, 0.505], [3.983, -0.678, 0.472], [3.335, -0.438, -0.671], [5.814, -0.963, -2.850], [7.047, -1.421, -0.715], [5.798, -1.228, 1.454], [3.377, -0.596, 1.366]], "atomic_forces_ev_per_a": [[-0.114, -0.557, 0.070], [-0.096, 0.266, -0.048], [0.470, -0.362, 0.074], [-0.581, 0.012, -0.045], [0.263, 0.155, -0.009], [-0.246, 0.089, 0.029], [0.318, -0.140, 0.065], [0.315, -0.580, -0.188], [-0.128, 0.023, 0.038], [-0.566, -0.235, -0.345], [0.076, -0.147, -0.067], [0.114, 0.029, 0.048], [-0.221, 0.015, -0.019], [-0.150, -0.159, -0.244], [0.042, 0.396, 0.444], [-0.092, -0.184, -0.190], [0.190, 0.005, 0.088], [-0.036, 0.008, -0.138], [-0.018, -0.066, -0.022], [0.005, 0.004, -0.040], [-0.007, 0.010, 0.033], [-0.013, -0.101, -0.081], [0.005, 0.007, 0.027], [0.020, -0.018, 0.054], [0.026, -0.002, 0.020], [0.017, 0.046, -0.021], [-0.011, 0.009, 0.014], [0.029, -0.011, 0.010], [0.005, -0.006, 0.015], [0.002, 0.008, 0.049], [-0.008, -0.007, -0.005], [0.004, 0.008, -0.010], [0.009, 0.013, 0.025], [0.178, 0.120, -0.135], [-0.227, -0.441, 1.363], [0.066, 0.156, -0.125], [-0.009, 0.087, -0.117], [0.046, 0.090, -0.451], [0.077, 0.182, -0.082], [-0.086, 0.145, -0.189], [0.467, 1.226, 0.051], [-0.038, -0.006, -0.031], [-0.025, 0.003, 0.066], [0.012, -0.046, 0.041], [-0.029, 0.037, 0.030], [0.400, -0.156, -0.010], [-0.224, 0.055, -0.048], [0.144, -0.047, 0.119], [-0.060, 0.014, 0.002], [-0.138, -0.001, -0.115], [-0.307, 0.101, -0.014], [0.043, -0.015, 0.027], [-0.011, 0.003, -0.018], [0.043, -0.009, -0.034], [0.056, -0.026, 0.041]], "lowdin_spin": [7.0160, 0.0001, 0.0007, 0.0009, 0.0001, 0.0019, 0.0004, -0.0005, -0.0074, -0.0007, -0.0113, 0.0019, 0.0005, 0.0004, 0.0018, 0.0001, 0.0006, 0.0002, 0.0000, 0.0002, 0.0001, 0.0001, 0.0002, 0.0000, 0.0000, 0.0000, 0.0000, 0.0000, 0.0000, 0.0000, 0.0000, 0.0000, 0.0000, -0.0007, -0.0012, -0.0009, 0.0009, 0.0001, -0.0005, -0.0031, -0.0051, -0.0001, 0.0002, 0.0003, 0.0024, 0.0010, 0.0000, 0.0008, 0.0000, 0.0008, -0.0010, 0.0000, 0.0001, 0.0000, 0.0001]}

| no. | E_tot (Eh) |
| --- | --- |
| 1 | -2504.3488 |
| 2 | -6982.6700 |